Record 1
The molecule C12H25N3O3 at a distorted geometry, computed with wB97M-V/def2-TZVPD.

Each line ends with the Mulliken charge.
Cartesian coordinates (Å):
O1 -3.84314 0.72420 1.10037  -0.619
O2 -2.94252 -0.66472 -0.35417  -0.544
O3 -0.65602 -0.75175 -1.39091  -0.765
N1 0.66749 -2.49009 1.26188  -0.699
N2 -0.32793 -0.06289 0.79910  -0.025
N3 0.78760 5.64639 3.34349  -0.586
C1 0.91713 -1.83679 0.01935  0.432
C2 -1.42581 0.90227 0.80922  0.129
C3 1.28986 -2.78360 -1.17446  -1.531
C4 1.25277 -4.90142 -2.44940  -1.466
C5 -0.11075 -0.85387 -0.38240  0.163
C6 1.15209 4.62170 2.30585  -0.468
C7 0.01901 3.28824 0.29113  -0.364
C8 -0.12569 3.92017 1.75270  -0.629
C9 -2.87079 0.32191 0.47232  0.392
C10 -0.21997 -2.87501 -3.15333  -1.574
C11 0.36037 -3.65272 -2.01701  1.018
C12 -1.21845 2.35528 0.00850  -1.159
H1 -2.05459 -0.83959 -0.83431  0.414
H2 -0.81922 4.77378 1.63504  0.284
H3 1.80916 5.04550 1.54473  0.321
H4 1.32219 -5.65712 -1.64989  0.395
H5 1.50296 3.76492 2.74492  0.284
H6 -1.58363 1.23229 1.92715  0.388
H7 2.29733 -4.60817 -2.64397  0.356
H8 -0.33835 -4.04334 -1.29412  0.179
H9 0.16411 -0.45177 1.66487  0.340
H10 -0.67290 -1.96713 -2.81289  0.289
H11 2.03828 -3.43021 -0.73618  0.440
H12 -1.16373 2.10585 -1.00480  0.329
H13 1.87485 -2.15551 -1.87663  0.471
H14 0.98155 2.58602 0.23337  0.204
H15 1.43202 -3.12477 1.41794  0.351
H16 0.02120 4.12377 -0.44027  0.377
H17 -0.16290 -3.13922 1.08625  0.291
H18 -0.20396 5.69689 3.68288  0.202
H19 -0.48229 3.16843 2.45717  0.276
H20 -2.12372 2.89665 0.28379  0.561
H21 -1.05532 -3.28449 -3.65770  0.483
H22 0.49159 -2.79816 -3.94022  0.398
H23 0.81590 -5.45180 -3.40343  0.322
H24 1.89526 -1.24030 0.17153  0.153
H25 1.30896 5.89016 4.20252  0.186

The charge is 0. As for the total energy: -23460.07091 eV. The orbital gap is 0.3410 Eh. For the largest force on an atom, the calculation gives 10.17 eV/A. As for the SMILES: CC(C)C[C@H](N)C(=O)N[C@@H](CCCCN)C(=O)O.

Record 2
A structure of composition C28H76O8 at a distorted geometry, computed with wB97M-V/def2-TZVPD.

Each line ends with the Mulliken charge.
Cartesian coordinates (Å):
O1 151.44300 142.06900 76.93100  -0.384
O2 147.59400 144.02300 67.17500  -0.474
O3 155.22700 143.71700 70.04000  -0.379
O4 149.05000 141.33800 75.56000  -0.631
O5 152.26000 143.02900 65.82300  -0.497
O6 153.17900 141.04700 67.71600  -0.582
O7 146.04900 142.08600 68.51600  -0.553
O8 154.46600 142.21600 72.36100  -0.612
C1 147.32700 142.05000 74.08300  -1.437
C2 152.12300 149.54100 70.89100  0.251
C3 149.05900 145.99400 72.68300  -0.516
C4 150.51700 144.40300 70.29000  0.919
C5 152.11700 149.07600 69.47800  -0.231
C6 150.86700 149.24600 68.56300  -0.408
C7 151.29000 144.35100 76.65200  -0.588
C8 153.27900 143.90000 65.39100  0.098
C9 153.48800 149.69100 71.52100  0.113
C10 148.49000 146.36600 74.05100  -1.454
C11 151.07800 145.48100 71.10700  -0.774
C12 153.40600 150.22700 73.08200  -1.482
C13 147.45900 145.28900 67.53700  0.137
C14 153.12600 140.21900 69.79900  -1.469
C15 150.50200 145.62700 72.70800  -1.146
C16 146.94200 141.01100 68.86300  -0.324
C17 146.30000 146.13200 66.84900  -1.118
C18 155.11300 146.03300 70.49400  -1.206
C19 156.05300 144.88600 70.01500  -0.389
C20 153.34900 143.08900 72.78600  0.824
C21 152.47700 141.20400 68.91500  1.528
C22 152.18900 143.24700 77.13100  -0.913
C23 154.64200 143.32700 65.87400  -1.178
C24 151.01200 144.55800 68.74200  -1.802
C25 148.30500 141.46900 68.71300  -0.918
C26 151.19300 148.88700 67.11700  -0.997
C27 148.54100 142.55400 74.86100  0.527
C28 152.62500 142.42800 73.91300  -1.037
H1 154.58300 142.28200 65.70100  0.431
H2 152.93800 149.50700 68.85600  0.520
H3 149.48100 142.75900 74.14700  -0.300
H4 150.17400 148.58400 69.03700  0.193
H5 148.94600 140.66300 69.14100  0.274
H6 153.82700 144.10800 72.95700  0.080
H7 149.33800 144.56200 70.35600  -0.219
H8 150.57400 144.55300 77.35100  0.423
H9 150.18500 149.01800 66.72700  0.358
H10 150.71700 143.27100 70.62300  0.092
H11 150.92000 146.20900 73.22500  2.947
H12 151.96900 141.46700 77.03400  0.191
H13 150.68000 143.78400 68.26300  0.915
H14 155.66700 143.06400 69.49100  0.209
H15 152.36900 148.11600 69.48800  -0.317
H16 147.62200 146.79600 74.16600  0.603
H17 148.61900 145.17000 72.26600  0.386
H18 152.71500 140.39200 70.74100  0.366
H19 145.55100 145.26300 66.82700  0.236
H20 147.68700 141.32100 73.49700  0.466
H21 149.80500 141.48000 76.24800  0.365
H22 151.94500 149.57700 66.57900  0.354
H23 154.27400 150.35100 70.96100  0.328
H24 152.19700 145.28900 71.39400  -0.782
H25 146.74300 140.58300 69.99100  0.226
H26 151.89900 142.92300 74.46200  0.013
H27 151.32100 147.86400 67.12000  0.145
H28 146.54500 146.49300 65.88700  0.322
H29 153.27200 142.45400 74.80600  0.235
H30 153.49400 143.93000 64.16900  0.219
H31 147.40600 145.04300 68.56400  0.352
H32 146.38000 141.53800 74.65100  0.304
H33 148.55800 141.68200 67.79500  0.596
H34 154.36600 149.99900 73.46400  0.470
H35 154.24100 140.35900 69.96400  0.216
H36 148.57000 142.42300 69.39000  0.122
H37 154.45300 146.41300 69.72100  0.279
H38 152.35600 143.39700 77.98500  0.758
H39 152.99800 139.17600 69.54000  0.397
H40 153.06300 151.34500 73.18300  0.283
H41 153.87500 148.67600 71.50100  -0.192
H42 148.21600 143.21700 75.53800  0.491
H43 152.59600 142.31300 69.35000  -0.306
H44 148.46400 145.91200 67.51300  -0.059
H45 148.58100 145.55800 74.79000  0.072
H46 145.18800 141.78300 68.71600  0.299
H47 156.61600 145.31600 69.10600  0.323
H48 151.39000 150.67100 71.12900  0.196
H49 154.84400 143.40000 66.90700  0.153
H50 151.39900 140.82300 68.94300  -0.360
H51 151.82800 145.42400 76.79100  0.314
H52 151.66400 148.74800 71.40300  -0.239
H53 155.53700 143.82700 65.43000  0.357
H54 146.75800 140.08000 68.19500  0.270
H55 146.11700 146.92100 67.49200  0.385
H56 147.06700 143.52700 67.66100  0.238
H57 150.40200 144.56900 73.21400  -1.463
H58 148.73000 146.90100 72.17000  0.198
H59 154.77600 142.68100 71.52700  0.410
H60 149.22900 147.11400 74.47400  0.304
H61 153.01900 144.89800 65.73100  0.238
H62 152.29200 141.46000 73.50900  0.149
H63 153.02900 141.74500 67.03900  0.225
H64 151.48600 143.33900 65.65500  0.211
H65 151.13300 146.32400 70.58900  1.409
H66 152.11200 144.69900 68.90400  0.135
H67 146.87900 142.95400 73.48800  0.244
H68 152.44000 143.21300 71.96900  -0.172
H69 150.54100 145.39900 68.26900  0.086
H70 150.55700 150.41500 68.65000  0.294
H71 156.76100 144.64500 70.97700  0.245
H72 152.82100 149.71900 73.64900  0.458
H73 151.04700 144.36600 75.55500  -0.012
H74 155.69100 147.06300 70.65000  0.371
H75 153.24800 143.11700 76.80300  0.319
H76 154.89800 145.92700 71.50200  0.460

The charge is 0. As for the total energy: -46630.97731 eV. The orbital gap is 0.3716 Eh. For the largest force on an atom, the calculation gives 14.96 eV/A.

Record 3
A structure of composition C25H43KN2PSi at a distorted geometry, computed with wB97M-V/def2-TZVPD.

Each line ends with the Mulliken charge.
Cartesian coordinates (Å):
K1 10.24189 10.56963 7.83478  0.628
P1 8.38009 8.09243 6.68997  -0.192
Si1 13.67543 10.91020 6.75537  -0.514
N1 9.53855 12.91321 6.86809  0.018
N2 9.38289 15.56407 5.68886  -0.100
C1 10.56816 7.80492 4.97183  -1.267
C2 9.92695 7.06562 6.20448  0.513
C3 15.69706 12.37133 8.13429  -0.291
C4 14.85349 9.55756 6.14274  0.829
C5 8.61735 14.47593 5.12806  -0.705
C6 7.31998 7.24024 4.35619  -1.572
C7 10.71590 15.09013 6.38054  -0.765
C8 15.10495 9.29770 4.79064  -0.221
C9 16.03269 8.31879 4.43690  -0.452
C10 16.59007 8.00473 6.74059  -0.409
C11 17.17877 13.86051 6.90218  -0.311
C12 9.25492 13.12156 5.43128  -0.851
C13 10.31852 14.03478 7.35848  -0.511
C14 15.62425 8.92383 7.13026  -0.717
C15 5.64024 7.54364 6.25782  -1.595
C16 7.38251 8.65118 9.35821  -1.532
C17 16.76181 7.68042 5.39545  -0.419
C18 7.05075 7.11058 5.87394  0.748
C19 8.24916 7.67018 8.52297  0.799
C20 16.91727 13.09569 8.06422  -0.655
C21 16.29063 13.94062 5.82134  -0.753
C22 7.81000 6.22043 8.77782  -1.752
C23 14.84801 12.34533 7.00870  0.847
C24 15.25616 13.03949 5.83644  -0.578
C25 11.04108 6.91738 7.25172  -1.425
H1 7.82510 8.70292 10.38348  0.408
H2 10.68974 6.29021 8.10603  0.246
H3 8.32400 5.48202 8.10789  0.321
H4 11.30608 7.90747 7.63304  0.094
H5 11.31145 13.55815 7.58683  0.068
H6 11.35900 7.12816 4.59443  0.435
H7 9.81756 14.35654 8.25550  0.449
H8 10.19015 12.89689 4.92580  0.354
H9 16.54575 14.61940 5.01762  0.404
H10 17.25715 7.48344 7.46995  0.299
H11 18.03824 14.52077 6.83369  0.324
H12 7.60692 8.29330 4.10929  0.329
H13 14.39759 9.77950 4.07042  0.263
H14 4.87657 6.87360 5.86372  0.430
H15 6.36597 8.32074 9.54670  0.380
H16 14.62033 13.07802 4.95193  0.296
H17 7.21420 9.67796 8.99828  0.316
H18 9.61210 6.00293 5.91565  0.347
H19 9.75693 16.25459 4.99717  0.389
H20 11.00851 8.76818 5.28323  0.188
H21 5.49909 7.55082 7.33599  0.318
H22 16.19657 8.06400 3.35701  0.288
H23 11.16534 15.93154 6.84906  0.412
H24 15.50922 11.72303 9.02483  0.341
H25 9.77685 7.95137 4.24558  0.355
H26 6.34524 7.10058 3.81588  0.390
H27 8.10280 6.08509 9.79513  0.524
H28 7.15532 6.04403 6.22547  0.301
H29 8.05268 6.59468 3.84832  0.314
H30 12.88872 11.21354 5.49986  -0.292
H31 5.42655 8.58725 5.89590  0.325
H32 17.59928 13.06753 8.91244  0.385
H33 8.69543 16.11266 6.25459  0.398
H34 8.58049 13.01000 7.35916  0.298
H35 8.62267 12.28414 5.08081  0.410
H36 15.44303 9.20768 8.15885  0.288
H37 11.89407 6.52020 6.78924  0.586
H38 17.35955 6.80320 5.20665  0.365
H39 7.59870 14.57690 5.45028  0.392
H40 9.27517 7.75947 8.96692  0.402
H41 8.60849 14.63944 4.03947  0.365
H42 6.67751 6.11742 8.59705  0.314
H43 11.37165 14.81282 5.55811  0.390

The charge is +1. As for the total energy: -63084.39227 eV. The orbital gap is 0.1358 Eh. For the largest force on an atom, the calculation gives 3.89 eV/A.

Record 4
The ion C11H13N2 with charge +1 at a distorted geometry, computed with wB97M-V/def2-TZVPD.

Each line ends with the Mulliken charge.
Cartesian coordinates (Å):
N1 0.47475 -0.66640 2.21375  -0.160
N2 -0.27340 1.65007 1.70739  -0.129
C1 -0.17875 0.45489 2.43049  -0.149
C2 -0.79085 1.12324 -0.61327  1.199
C3 -0.39084 -0.71718 -2.08060  -0.463
C4 -2.51764 0.40420 -2.07670  -0.559
C5 -1.64826 -0.53411 -2.57705  -0.574
C6 1.51180 -0.03137 -0.55219  -1.059
C7 0.12846 0.15482 -1.15595  0.496
C8 -2.06654 1.29183 -1.13465  -0.700
C9 -0.61531 2.00861 0.51645  -1.146
C10 1.70627 -1.40976 0.04399  -0.520
C11 1.10945 -1.53544 1.44504  -0.179
H1 -0.53605 3.10447 0.46403  0.446
H2 1.46863 -2.26661 -0.56984  0.410
H3 1.41320 -2.47827 1.94120  0.345
H4 2.78304 -1.51408 0.29952  0.377
H5 -0.42817 2.37487 2.41154  0.298
H6 -0.44969 0.59549 3.40403  0.406
H7 -2.03265 -1.29612 -3.31759  0.303
H8 2.37858 -0.05337 -1.28302  0.378
H9 1.77249 0.60522 0.22057  0.591
H10 0.25701 -1.45893 -2.59595  0.330
H11 -2.77685 1.95745 -0.59983  0.363
H12 0.36086 -1.20826 3.10128  0.277
H13 -3.49916 0.52830 -2.47103  0.421

The charge is +1. Its multiplicity is 3. As for the total energy: -14586.71667 eV. The orbital gap (alpha / beta) is 0.2345 / 0.2538 Eh. For the largest force on an atom, the calculation gives 7.46 eV/A.

> Which value of total energy does entry 3 give?

-63084.39227 eV

> What is the total energy in the second record?

-46630.97731 eV